w) {
  "formula": "C7H15NO2S",
  "method": "wB97M-V/def2-TZVPD",
  "elements": ["C", "C", "C", "C", "C", "C", "C", "N", "O", "O", "S", "H", "H", "H", "H", "H", "H", "H", "H", "H", "H", "H", "H", "H", "H", "H"],
  "positions_angstrom": [[-2.256, 1.124, -0.312], [-1.745, 0.263, -1.467], [-1.476, 0.761, 0.996], [-0.186, -0.087, -1.483], [0.011, 1.196, 0.747], [0.610, 0.525, -0.433], [2.473, -1.517, -0.365], [0.224, -1.938, 1.560], [3.072, 0.774, 0.660], [0.228, 2.579, 0.841], [2.345, 0.424, -0.579], [-2.039, 2.125, -0.609], [-3.287, 0.984, -0.112], [-2.259, -0.692, -1.415], [-1.945, 0.689, -2.449], [-1.840, 1.360, 1.825], [-1.521, -0.329, 1.167], [0.022, -1.140, -1.396], [0.079, 0.251, -2.498], [0.441, 0.666, 1.645], [2.480, -2.012, -1.377], [1.444, -1.796, 0.090], [3.371, -1.837, 0.229], [-0.242, -2.897, 1.384], [1.081, -2.373, 1.895], [0.912, 2.895, 1.457]],
  "lowdin_charge": [-0.180, -0.156, -0.113, -0.189, -0.430, -0.386, -0.194, 0.104, -0.550, -0.016, 0.923, 0.100, 0.091, 0.100, 0.101, 0.113, 0.091, 0.090, 0.119, 0.135, 0.046, -0.005, 0.063, 0.045, -0.014, 0.113]
}


x) {
  "formula": "C7H15NO2S",
  "method": "wB97M-V/def2-TZVPD",
  "elements": ["C", "C", "C", "C", "C", "C", "C", "N", "O", "O", "S", "H", "H", "H", "H", "H", "H", "H", "H", "H", "H", "H", "H", "H", "H", "H"],
  "positions_angstrom": [[2.266, -0.402, 1.104], [2.215, 3.622, -3.528], [-2.687, 0.495, -0.553], [-4.251, 1.247, 1.224], [-4.267, -1.130, 0.554], [3.977, -2.451, 0.271], [-3.773, 0.274, 0.473], [4.765, 0.265, 0.109], [2.583, 4.322, -2.692], [1.785, 2.876, -4.275], [3.609, -0.657, -0.315], [2.747, -0.820, 2.040], [1.270, -0.983, 1.185], [-3.115, 0.188, -1.482], [-2.287, 1.428, -0.437], [-1.950, -0.262, -0.224], [-3.756, 2.263, 1.254], [-4.987, 1.047, 1.976], [2.183, 0.666, 1.138], [-3.634, -1.980, 0.962], [-5.216, -1.119, 1.136], [-4.658, -1.332, -0.552], [3.635, -2.603, 1.345], [3.389, -3.024, -0.395], [4.981, -2.736, 0.319], [5.175, 0.808, -0.638]],
  "lowdin_charge": [-0.249, -0.439, -0.058, 0.019, -0.098, -0.246, -0.477, -0.434, 0.213, 0.225, 0.783, 0.036, 0.067, 0.073, 0.040, 0.089, 0.082, 0.047, 0.006, 0.095, 0.070, 0.118, 0.053, 0.009, 0.014, -0.040]
}


Of them, w) has the lowest stability.


w) {
  "formula": "C9H14",
  "method": "wB97M-V/def2-TZVPD",
  "smiles": "Cc1ccccc1.CC",
  "elements": ["C", "C", "C", "C", "C", "C", "C", "H", "H", "H", "H", "H", "H", "H", "H", "C", "C", "H", "H", "H", "H", "H", "H"],
  "positions_angstrom": [[1.053, 1.828, -0.483], [1.141, 0.467, -1.058], [0.102, -0.417, -0.707], [0.191, -1.767, -0.916], [1.381, -2.231, -1.491], [2.253, -1.359, -2.004], [2.165, -0.015, -1.797], [0.107, 1.884, 0.167], [0.931, 2.612, -1.308], [1.768, 2.186, 0.306], [-0.806, -0.116, -0.275], [-0.540, -2.411, -0.496], [1.552, -3.352, -1.593], [3.117, -1.744, -2.621], [2.988, 0.659, -2.092], [-2.671, -0.014, 1.592], [-1.725, 0.900, 2.427], [-2.199, -0.954, 1.597], [-3.598, 0.053, 2.056], [-2.800, 0.472, 0.420], [-0.724, 1.191, 2.098], [-1.528, 0.234, 3.425], [-2.156, 1.892, 2.751]],
  "lowdin_charge": [-0.067, -0.299, -0.053, -0.069, -0.115, -0.135, -0.072, 0.070, 0.102, 0.092, 0.052, 0.093, 0.127, 0.127, 0.128, -0.175, -0.193, 0.029, 0.023, 0.135, 0.023, 0.111, 0.066]
}


x) {
  "formula": "C9H14",
  "method": "wB97M-V/def2-TZVPD",
  "smiles": "Cc1ccccc1.CC",
  "elements": ["C", "C", "C", "C", "C", "C", "C", "H", "H", "H", "H", "H", "H", "H", "H", "C", "C", "H", "H", "H", "H", "H", "H"],
  "positions_angstrom": [[1.467, 2.442, -1.958], [1.745, 1.373, -0.926], [2.486, 0.212, -1.254], [2.299, -0.990, -0.484], [1.503, -0.898, 0.722], [1.091, 0.344, 1.166], [0.944, 1.344, 0.245], [1.011, 3.388, -1.491], [0.617, 1.962, -2.562], [2.338, 2.781, -2.592], [3.264, 0.183, -1.955], [2.814, -1.893, -0.685], [1.250, -1.717, 1.338], [0.574, 0.342, 2.193], [0.251, 2.127, 0.506], [-3.147, -0.907, 1.521], [-2.728, -1.880, 0.437], [-3.398, -1.584, 2.343], [-2.349, -0.220, 1.774], [-3.883, -0.126, 1.441], [-3.526, -1.635, -0.421], [-2.774, -2.912, 0.716], [-1.851, -1.736, -0.074]],
  "lowdin_charge": [-0.079, -0.286, -0.045, -0.042, -0.096, -0.123, -0.077, 0.089, 0.103, 0.086, 0.083, 0.077, 0.079, 0.129, 0.105, -0.177, -0.162, 0.066, 0.043, 0.055, 0.112, 0.051, 0.010]
}


Of them, x) has the lowest stability.


w) {
  "formula": "C9H14",
  "method": "wB97M-V/def2-TZVPD",
  "smiles": "Cc1ccccc1.CC",
  "elements": ["C", "C", "C", "C", "C", "C", "C", "H", "H", "H", "H", "H", "H", "H", "H", "C", "C", "H", "H", "H", "H", "H", "H"],
  "positions_angstrom": [[-1.022, -0.792, 3.421], [-1.006, -0.573, 1.889], [-0.406, 0.553, 1.369], [-0.594, 0.814, 0.009], [-1.321, -0.032, -0.813], [-1.907, -1.139, -0.236], [-1.833, -1.416, 1.127], [-0.276, -0.128, 3.869], [-0.740, -1.824, 3.601], [-1.959, -0.380, 3.781], [0.260, 1.224, 1.892], [-0.075, 1.695, -0.355], [-1.499, 0.191, -1.855], [-2.458, -1.866, -0.829], [-2.254, -2.228, 1.700], [2.931, 0.573, -2.371], [3.460, 1.540, -3.435], [1.837, 0.643, -2.272], [3.039, -0.500, -2.521], [3.390, 0.804, -1.409], [4.544, 1.461, -3.323], [3.171, 2.543, -3.126], [3.180, 1.328, -4.462]],
  "lowdin_charge": [-0.050, -0.280, -0.061, -0.097, -0.101, -0.100, -0.047, 0.067, 0.074, 0.080, 0.107, 0.097, 0.100, 0.101, 0.108, -0.181, -0.163, 0.047, 0.059, 0.062, 0.059, 0.060, 0.059]
}


x) {
  "formula": "C9H14",
  "method": "wB97M-V/def2-TZVPD",
  "smiles": "Cc1ccccc1.CC",
  "elements": ["C", "C", "C", "C", "C", "C", "C", "H", "H", "H", "H", "H", "H", "H", "H", "C", "C", "H", "H", "H", "H", "H", "H"],
  "positions_angstrom": [[3.344, 2.300, -0.474], [1.996, 1.716, -0.448], [1.639, 0.450, -0.970], [0.327, -0.147, -0.646], [-0.678, 0.582, 0.088], [-0.273, 1.886, 0.506], [1.033, 2.399, 0.318], [3.908, 1.568, -1.179], [3.766, 2.122, 0.524], [3.277, 3.384, -0.666], [2.283, -0.101, -1.729], [0.124, -1.157, -0.946], [-1.661, 0.207, 0.045], [-0.933, 2.513, 0.864], [1.390, 3.266, 0.788], [-2.975, -2.110, 0.733], [-1.794, -3.176, 0.344], [-3.860, -2.399, 0.144], [-3.165, -2.029, 1.803], [-2.759, -1.050, 0.333], [-2.309, -4.184, 0.344], [-0.910, -3.044, 0.927], [-1.772, -2.997, -0.702]],
  "lowdin_charge": [-0.073, -0.336, -0.031, -0.050, -0.055, -0.056, -0.045, 0.109, 0.087, 0.088, 0.116, 0.068, 0.038, 0.038, 0.090, -0.142, -0.131, 0.055, 0.050, 0.037, 0.072, 0.045, 0.027]
}


y) {
  "formula": "C9H14",
  "method": "wB97M-V/def2-TZVPD",
  "smiles": "Cc1ccccc1.CC",
  "elements": ["C", "C", "C", "C", "C", "C", "C", "H", "H", "H", "H", "H", "H", "H", "H", "C", "C", "H", "H", "H", "H", "H", "H"],
  "positions_angstrom": [[-0.210, -1.124, -0.566], [1.250, -0.790, -0.430], [1.788, 0.383, -0.936], [3.155, 0.644, -0.873], [4.047, -0.269, -0.322], [3.479, -1.366, 0.317], [2.143, -1.685, 0.164], [-0.691, -0.971, 0.395], [-0.311, -2.110, -1.025], [-0.720, -0.542, -1.330], [1.181, 1.189, -1.334], [3.510, 1.502, -1.410], [5.102, -0.056, -0.338], [4.142, -1.985, 0.906], [1.779, -2.576, 0.652], [-3.769, 1.109, 0.002], [-3.629, 1.372, 1.511], [-4.685, 0.567, -0.224], [-3.837, 2.020, -0.567], [-2.891, 0.563, -0.336], [-4.601, 1.315, 2.003], [-3.109, 0.520, 1.960], [-3.124, 2.292, 1.782]],
  "lowdin_charge": [-0.055, -0.282, -0.060, -0.094, -0.090, -0.098, -0.057, 0.078, 0.083, 0.067, 0.108, 0.094, 0.096, 0.099, 0.109, -0.157, -0.165, 0.062, 0.052, 0.038, 0.057, 0.055, 0.059]
}


z) {
  "formula": "C9H14",
  "method": "wB97M-V/def2-TZVPD",
  "smiles": "Cc1ccccc1.CC",
  "elements": ["C", "C", "C", "C", "C", "C", "C", "H", "H", "H", "H", "H", "H", "H", "H", "C", "C", "H", "H", "H", "H", "H", "H"],
  "positions_angstrom": [[0.640, -2.328, 0.283], [-0.515, -1.533, -0.215], [-0.517, -0.176, -0.432], [-1.532, 0.503, -1.095], [-2.531, -0.263, -1.680], [-2.586, -1.619, -1.407], [-1.682, -2.238, -0.575], [0.464, -2.828, 1.236], [1.503, -1.685, 0.488], [1.014, -3.073, -0.413], [0.338, 0.389, -0.080], [-1.495, 1.575, -1.204], [-3.241, 0.254, -2.314], [-3.451, -2.147, -1.802], [-1.707, -3.291, -0.325], [2.363, 1.940, 0.682], [1.482, 2.644, 1.686], [1.927, 1.966, -0.314], [3.380, 2.325, 0.612], [2.464, 0.913, 0.995], [1.341, 3.698, 1.463], [1.883, 2.692, 2.676], [0.458, 2.284, 1.735]],
  "lowdin_charge": [-0.057, -0.282, -0.059, -0.077, -0.102, -0.100, -0.047, 0.083, 0.069, 0.082, 0.076, 0.101, 0.100, 0.102, 0.111, -0.173, -0.171, 0.059, 0.066, 0.048, 0.060, 0.053, 0.059]
}


Of them, x) has the lowest stability.